Entry 1:
Below is 11 unconnected molecules or ions with the total composition C59H127N5O15S4, with properties calculated with ωB97M-V with the def2-TZVPD basis set.

Calculated values
Maximum force, eV/Å: 7.54
E_HOMO, eV: -7.89
Spin multiplicity: 1
Molar mass, g/mol: 1274.95
Kohn-Sham gap, eV: 8.132

Last column: Löwdin charge in e.
Positions of all 210 atoms, in Å:
1 C 1.049 35.824 10.970  -0.02
2 C 1.902 34.571 11.348  -0.47
3 C 3.269 35.149 11.625  -0.19
4 C 3.332 35.836 12.940  -0.19
5 C 3.107 34.787 13.972  -0.16
6 C 1.749 34.104 13.925  -0.47
7 N 1.521 33.715 12.524  -0.15
8 O 0.343 33.225 12.295  0.00
9 C 2.010 32.794 14.750  -0.03
10 C 0.675 34.948 14.628  0.00
11 C 2.054 33.679 10.117  -0.04
12 H 1.490 36.380 10.143  0.09
13 H 0.853 36.426 11.858  0.06
14 H 0.105 35.491 10.539  0.07
15 H 4.099 34.445 11.567  0.12
16 H 3.608 35.805 10.823  0.13
17 H 2.638 36.675 12.889  0.10
18 H 4.342 36.216 13.099  0.10
19 H 3.215 35.212 14.970  0.11
20 H 3.920 34.061 13.942  0.12
21 H 2.439 32.985 15.734  0.08
22 H 1.179 32.089 14.755  0.08
23 H 2.773 32.182 14.270  0.08
24 H -0.395 34.758 14.535  0.07
25 H 1.078 35.095 15.630  0.07
26 H 0.716 35.935 14.167  0.06
27 H 2.825 32.934 10.313  0.09
28 H 2.417 34.261 9.270  0.08
29 H 1.094 33.282 9.786  0.08
30 H 0.375 32.312 12.589  0.12
31 C -0.442 39.570 11.584  -0.01
32 C -1.302 40.799 11.190  -0.49
33 C -1.041 41.205 9.722  -0.12
34 C -2.139 42.210 9.220  -0.19
35 C -3.478 41.669 9.433  -0.20
36 C -3.828 41.318 10.847  -0.42
37 N -2.680 40.444 11.423  -0.12
38 O -2.950 40.038 12.668  -0.01
39 C -4.205 42.505 11.754  -0.01
40 C -5.112 40.456 10.597  -0.04
41 C -0.714 42.056 11.918  -0.03
42 H -0.798 38.639 11.141  0.08
43 H -0.618 39.656 12.656  0.05
44 H 0.616 39.752 11.400  0.10
45 H -0.002 41.461 9.519  0.11
46 H -1.210 40.334 9.090  0.11
47 H -1.877 42.664 8.264  0.11
48 H -2.088 43.161 9.751  0.11
49 H -3.619 40.765 8.841  0.12
50 H -4.076 42.457 8.975  0.13
51 H -4.981 42.230 12.468  0.08
52 H -3.327 42.887 12.276  0.05
53 H -4.515 43.349 11.138  0.08
54 H -5.829 40.227 11.385  0.07
55 H -5.828 40.925 9.921  0.09
56 H -4.823 39.511 10.137  0.06
57 H 0.161 42.500 11.444  0.08
58 H -0.322 41.863 12.917  0.06
59 H -1.436 42.868 11.998  0.06
60 H -3.097 39.101 12.521  0.08
61 C 4.024 39.093 24.452  -0.06
62 C 2.957 39.966 23.741  -0.49
63 C 3.576 41.382 24.057  -0.11
64 C 3.346 42.465 22.960  -0.16
65 C 3.383 41.942 21.488  -0.10
66 C 2.712 40.504 21.186  -0.41
67 N 3.046 39.568 22.335  -0.12
68 O 2.588 38.270 22.042  -0.01
69 C 1.164 40.687 21.198  -0.04
70 C 3.131 40.021 19.779  -0.04
71 C 1.633 39.708 24.474  -0.03
72 H 4.168 39.470 25.464  0.08
73 H 4.940 39.137 23.862  0.09
74 H 3.638 38.083 24.594  0.07
75 H 3.071 41.790 24.932  0.11
76 H 4.623 41.339 24.357  0.11
77 H 3.929 43.382 23.047  0.10
78 H 2.402 42.979 23.142  0.09
79 H 4.390 41.766 21.109  0.10
80 H 3.027 42.728 20.823  0.11
81 H 0.924 41.260 22.093  0.07
82 H 0.920 41.236 20.288  0.07
83 H 0.406 39.907 21.273  0.07
84 H 3.380 40.791 19.048  0.07
85 H 4.019 39.390 19.726  0.08
86 H 2.311 39.517 19.267  0.04
87 H 1.457 38.649 24.665  0.08
88 H 0.770 40.126 23.956  0.07
89 H 1.579 40.273 25.405  0.08
90 H 3.405 37.854 21.756  0.09
91 C -3.911 34.682 11.059  -0.02
92 C -3.990 36.180 11.281  -0.55
93 C -5.407 36.564 11.358  -0.19
94 C -6.236 36.361 12.579  -0.14
95 C -5.258 36.767 13.760  -0.09
96 C -3.774 36.224 13.817  -0.46
97 N -3.242 36.538 12.474  -0.08
98 O -1.860 36.222 12.486  -0.02
99 C -3.056 36.998 14.906  -0.04
100 C -3.642 34.754 14.291  -0.01
101 C -3.428 36.792 10.038  -0.03
102 H -3.724 34.359 10.034  0.09
103 H -4.781 34.144 11.434  0.09
104 H -3.072 34.191 11.552  0.08
105 H -5.671 37.544 10.961  0.11
106 H -5.813 35.905 10.591  0.12
107 H -6.613 35.342 12.666  0.10
108 H -7.128 36.983 12.502  0.11
109 H -5.759 36.391 14.652  0.10
110 H -5.384 37.799 14.089  0.11
111 H -2.729 37.990 14.594  0.07
112 H -3.617 37.107 15.834  0.09
113 H -2.073 36.641 15.211  0.07
114 H -4.196 34.073 13.645  0.07
115 H -2.663 34.298 14.145  0.07
116 H -3.955 34.722 15.334  0.09
117 H -3.837 36.501 9.071  0.10
118 H -2.424 36.377 9.949  0.07
119 H -3.090 37.826 10.119  0.07
120 H -1.861 35.268 12.376  0.05
121 C -4.118 39.766 18.609  0.00
122 C -4.330 41.383 18.674  -0.43
123 C -3.258 41.986 19.580  -0.15
124 C -1.859 42.001 18.990  -0.18
125 C -1.869 42.749 17.668  -0.14
126 C -2.794 42.051 16.624  -0.43
127 N -4.182 41.928 17.258  -0.13
128 O -5.181 41.522 16.374  -0.02
129 C -3.082 43.202 15.568  -0.02
130 C -2.178 40.841 16.010  -0.02
131 C -5.695 41.838 19.224  -0.04
132 H -3.123 39.537 18.990  0.03
133 H -4.247 39.418 17.584  0.07
134 H -4.791 39.171 19.226  0.07
135 H -3.507 42.852 20.194  0.12
136 H -3.282 41.239 20.373  0.11
137 H -1.371 41.043 18.813  0.10
138 H -1.221 42.622 19.618  0.11
139 H -0.877 42.922 17.252  0.11
140 H -2.145 43.783 17.872  0.11
141 H -3.918 42.984 14.904  0.06
142 H -3.208 44.245 15.857  0.08
143 H -2.289 43.134 14.822  0.07
144 H -2.607 40.537 15.055  0.07
145 H -1.161 41.129 15.743  0.07
146 H -2.225 39.955 16.644  0.06
147 H -6.545 41.498 18.633  0.08
148 H -5.692 42.928 19.206  0.08
149 H -5.860 41.676 20.289  0.08
150 H -5.473 42.396 16.106  0.09
151 C 1.569 45.213 14.775  -0.23
152 S 2.736 43.740 14.730  0.84
153 O 4.195 44.188 14.442  -0.59
154 C 2.891 43.250 16.514  -0.22
155 H 0.921 45.198 15.651  0.04
156 H 0.979 45.344 13.868  0.04
157 H 2.165 46.103 14.976  0.05
158 H 2.068 43.462 17.197  0.06
159 H 3.772 43.855 16.729  0.02
160 H 3.139 42.189 16.501  0.00
161 C 6.553 41.549 17.212  -0.21
162 S 6.506 43.011 18.514  0.84
163 O 7.869 42.942 19.193  -0.59
164 C 6.635 44.364 17.222  -0.25
165 H 7.411 41.591 16.541  0.04
166 H 5.650 41.331 16.642  0.01
167 H 6.583 40.587 17.723  0.03
168 H 6.615 45.410 17.525  0.05
169 H 5.865 44.326 16.451  0.01
170 H 7.624 44.239 16.781  0.05
171 C 3.229 39.889 14.800  -0.27
172 S 2.160 39.195 16.064  0.91
173 O 1.658 40.234 17.122  -0.55
174 C 0.783 39.180 14.900  -0.26
175 H 2.882 40.709 14.170  0.06
176 H 3.639 39.062 14.220  0.04
177 H 3.866 40.442 15.490  0.01
178 H 0.433 40.176 14.629  0.04
179 H -0.025 38.776 15.511  0.03
180 H 0.988 38.478 14.092  0.05
181 C 7.151 37.603 13.844  -0.23
182 S 6.596 39.098 12.818  0.90
183 O 5.107 38.959 12.488  -0.59
184 C 6.635 40.208 14.258  -0.30
185 H 6.469 37.085 14.518  0.05
186 H 8.025 38.025 14.339  0.04
187 H 7.532 36.891 13.111  0.03
188 H 7.601 40.680 14.435  0.05
189 H 6.293 39.730 15.176  0.02
190 H 5.877 40.979 14.122  0.05
191 C 4.878 35.285 18.177  -0.17
192 C 3.489 35.730 18.422  -0.12
193 O 3.565 37.080 18.003  0.02
194 C 4.790 37.393 17.459  -0.47
195 O 5.155 38.466 16.972  0.09
196 O 5.585 36.307 17.596  0.08
197 H 4.859 34.553 17.369  0.14
198 H 5.285 34.923 19.121  0.14
199 H 3.264 35.648 19.486  0.14
200 H 2.777 35.198 17.792  0.13
201 C -1.027 37.506 19.899  -0.05
202 C -0.390 38.030 18.668  -0.16
203 O -0.170 36.944 17.806  0.07
204 C -0.801 35.894 18.321  -0.66
205 O -0.904 34.829 17.716  0.11
206 O -1.114 36.132 19.490  0.14
207 H -1.955 38.048 20.079  0.12
208 H -0.326 37.670 20.718  0.13
209 H 0.338 38.841 18.690  0.10
210 H -1.104 38.674 18.156  0.10



Entry 2:
Below is a single C5H9NO molecule, with properties calculated with ωB97M-V with the def2-TZVPD basis set.

Calculated values
Maximum force, eV/Å: 0.76
E_HOMO, eV: -8.36
Spin multiplicity: 1
Molar mass, g/mol: 99.13
SMILES string: C[C@H]1CC/C1=[NH+]\[O-]
Kohn-Sham gap, eV: 9.080

Last column: Löwdin charge in e.
Positions of all 16 atoms, in Å:
1 C -1.488 -1.240 0.012  -0.06
2 C -0.412 -0.270 -0.454  -0.31
3 C -0.662 1.258 -0.248  -0.11
4 C 0.682 1.412 0.533  -0.07
5 C 0.856 -0.066 0.319  -0.21
6 N 1.903 -0.798 0.112  -0.13
7 O 3.091 -0.643 0.492  -0.09
8 H -2.336 -1.182 -0.680  0.08
9 H -1.854 -1.027 1.022  0.08
10 H -1.117 -2.272 -0.004  0.08
11 H -0.127 -0.569 -1.478  0.14
12 H -0.734 1.833 -1.172  0.11
13 H -1.541 1.465 0.371  0.11
14 H 0.598 1.798 1.554  0.11
15 H 1.459 1.985 0.013  0.12
16 H 1.670 -1.599 -0.513  0.18



Entry 3:
Below is a single C26H36N2O2 molecule, with properties calculated with ωB97M-V with the def2-TZVPD basis set.

Calculated values
Maximum force, eV/Å: 0.72
E_HOMO, eV: -8.31
Spin multiplicity: 1
Molar mass, g/mol: 408.59
SMILES string: CN(C)C[C@@H](CCCC[C@@H](CN(C)C)C(=O)c1ccccc1)C(=O)c1ccccc1
Kohn-Sham gap, eV: 8.630

Last column: Löwdin charge in e.
Positions of all 66 atoms, in Å:
1 C -5.007 -1.521 1.669  -0.10
2 N -5.453 -1.034 0.381  -0.28
3 C -6.898 -1.054 0.292  -0.10
4 C -4.916 0.278 0.074  -0.18
5 C -3.440 0.218 -0.349  -0.24
6 C -3.272 -0.771 -1.515  -0.14
7 C -1.873 -0.772 -2.133  -0.19
8 C -0.751 -1.067 -1.139  -0.20
9 C 0.615 -1.081 -1.828  -0.15
10 C 1.760 -0.693 -0.891  -0.23
11 C 1.959 -1.715 0.249  -0.15
12 N 2.957 -1.252 1.196  -0.28
13 C 2.396 -0.394 2.214  -0.09
14 C 3.743 -2.319 1.773  -0.09
15 C 3.082 -0.641 -1.639  -0.32
16 O 3.262 -1.229 -2.680  0.12
17 C 4.176 0.094 -0.953  -0.16
18 C 3.992 1.339 -0.361  -0.03
19 C 5.047 1.970 0.272  -0.08
20 C 6.291 1.363 0.329  -0.09
21 C 6.487 0.133 -0.275  -0.08
22 C 5.440 -0.491 -0.925  -0.02
23 C -3.001 1.597 -0.814  -0.34
24 O -3.629 2.231 -1.630  0.12
25 C -1.719 2.108 -0.253  -0.16
26 C -1.386 1.970 1.092  -0.03
27 C -0.180 2.457 1.564  -0.08
28 C 0.712 3.070 0.697  -0.10
29 C 0.384 3.219 -0.641  -0.07
30 C -0.831 2.755 -1.110  -0.01
31 H -5.328 -0.874 2.502  0.09
32 H -3.921 -1.590 1.681  0.08
33 H -5.412 -2.519 1.831  0.08
34 H -7.249 -2.070 0.472  0.08
35 H -7.382 -0.384 1.021  0.09
36 H -7.201 -0.756 -0.710  0.08
37 H -5.481 0.695 -0.763  0.12
38 H -5.021 0.973 0.929  0.13
39 H -2.822 -0.109 0.487  0.11
40 H -3.993 -0.507 -2.290  0.13
41 H -3.525 -1.766 -1.148  0.12
42 H -1.848 -1.522 -2.927  0.12
43 H -1.686 0.200 -2.597  0.11
44 H -0.944 -2.027 -0.656  0.12
45 H -0.741 -0.296 -0.368  0.09
46 H 0.818 -2.061 -2.262  0.12
47 H 0.607 -0.361 -2.650  0.12
48 H 1.549 0.283 -0.450  0.12
49 H 0.991 -1.899 0.740  0.12
50 H 2.294 -2.656 -0.194  0.14
51 H 1.727 -0.935 2.904  0.09
52 H 3.208 0.047 2.791  0.09
53 H 1.832 0.410 1.746  0.06
54 H 4.216 -2.888 0.975  0.08
55 H 3.148 -3.006 2.396  0.09
56 H 4.525 -1.881 2.392  0.08
57 H 3.033 1.831 -0.419  0.09
58 H 4.901 2.940 0.724  0.10
59 H 7.110 1.855 0.835  0.10
60 H 7.459 -0.337 -0.244  0.10
61 H 5.581 -1.446 -1.410  0.12
62 H -2.080 1.510 1.780  0.12
63 H 0.067 2.357 2.611  0.11
64 H 1.655 3.439 1.071  0.10
65 H 1.072 3.705 -1.317  0.11
66 H -1.105 2.878 -2.147  0.12



- The lowest E_HOMO belongs to which entry?
  C5H9NO